{
  "formula": "C64H48Cl2F3N8O3PS2SbSr",
  "method": "ωB97M-V with the def2-TZVPD basis set",
  "species": ["Sr", "Cl", "C", "C", "C", "N", "C", "O", "C", "C", "C", "C", "C", "N", "C", "C", "C", "Cl", "N", "C", "O", "C", "C", "C", "C", "C", "N", "H", "H", "H", "H", "H", "H", "H", "H", "H", "H", "O", "N", "C", "C", "C", "C", "C", "C", "C", "P", "C", "C", "C", "C", "C", "C", "C", "C", "C", "C", "C", "C", "H", "H", "H", "H", "H", "H", "H", "H", "H", "H", "H", "H", "H", "H", "H", "H", "F", "C", "F", "F", "C", "C", "C", "C", "N", "C", "S", "H", "H", "H", "N", "C", "C", "N", "C", "H", "H", "H", "H", "S", "Sb", "C", "C", "C", "C", "C", "C", "C", "C", "C", "C", "C", "C", "C", "C", "C", "C", "C", "C", "H", "H", "H", "H", "H", "H", "H", "H", "H", "H", "H", "H", "H", "H", "H"],
  "xyz": [[0.028, 1.228, -0.870], [5.789, 5.181, 0.979], [4.173, 4.528, 1.027], [3.673, 3.904, -0.101], [2.405, 3.325, -0.119], [1.947, 2.596, -1.236], [2.112, 3.096, -2.463], [2.468, 4.227, -2.817], [1.903, 2.044, -3.553], [2.675, 2.154, -4.704], [2.665, 1.115, -5.616], [1.885, 0.000, -5.353], [1.104, -0.001, -4.210], [1.084, 1.003, -3.330], [1.617, 3.371, 1.059], [2.120, 4.056, 2.168], [3.387, 4.609, 2.166], [3.961, 5.381, 3.622], [0.407, 2.639, 1.085], [-0.615, 3.090, 1.838], [-0.687, 4.122, 2.512], [-1.861, 2.212, 1.802], [-3.105, 2.832, 1.864], [-4.237, 2.041, 1.905], [-4.091, 0.660, 1.896], [-2.815, 0.133, 1.819], [-1.714, 0.888, 1.775], [4.275, 3.870, -0.999], [3.273, 3.045, -4.833], [3.273, 1.164, -6.512], [1.865, -0.852, -6.018], [0.453, -0.833, -3.990], [1.505, 4.145, 3.052], [-3.146, 3.912, 1.891], [-5.222, 2.490, 1.932], [-4.949, 0.001, 1.916], [-2.648, -0.939, 1.792], [-1.916, 1.420, -4.495], [-1.859, 0.041, -4.360], [-2.949, -0.509, -4.696], [-3.112, -1.980, -4.690], [-4.058, -2.476, -5.592], [-4.304, -3.832, -5.714], [-3.608, -4.722, -4.905], [-2.697, -4.233, -3.983], [-2.427, -2.870, -3.857], [-1.334, -2.297, -2.458], [0.153, -3.349, -2.712], [0.553, -3.754, -3.988], [1.778, -4.378, -4.189], [2.625, -4.615, -3.115], [2.244, -4.209, -1.843], [1.028, -3.572, -1.647], [-2.223, -3.130, -1.075], [-1.871, -4.330, -0.466], [-2.628, -4.841, 0.581], [-3.755, -4.163, 1.025], [-4.119, -2.968, 0.418], [-3.353, -2.450, -0.616], [-1.107, 1.721, -4.052], [-3.784, 0.097, -5.046], [-4.602, -1.772, -6.211], [-5.038, -4.190, -6.425], [-3.790, -5.787, -4.974], [-2.189, -4.930, -3.326], [-0.095, -3.576, -4.837], [2.070, -4.676, -5.189], [3.579, -5.102, -3.270], [2.905, -4.367, -0.999], [0.769, -3.217, -0.653], [-0.993, -4.874, -0.795], [-2.330, -5.769, 1.054], [-4.342, -4.560, 1.845], [-4.994, -2.426, 0.757], [-3.634, -1.503, -1.067], [-5.618, 2.601, -1.279], [-5.119, 2.930, -2.483], [-5.280, 1.865, -3.282], [-5.945, 3.889, -2.975], [-3.697, 3.413, -2.415], [-3.410, 4.705, -2.803], [-2.107, 5.185, -2.749], [-1.135, 4.320, -2.299], [-1.390, 3.063, -1.921], [-2.656, 2.564, -1.953], [-2.878, 0.942, -1.419], [-4.209, 5.344, -3.153], [-1.858, 6.194, -3.042], [-0.096, 4.633, -2.235], [4.220, -1.476, -0.171], [4.728, -0.969, -1.347], [3.661, -0.422, -1.993], [2.519, -0.570, -1.238], [2.892, -1.210, -0.155], [4.741, -1.896, 0.578], [5.770, -1.039, -1.605], [3.648, 0.083, -2.946], [2.244, -1.505, 0.658], [-0.021, -1.950, 1.713], [0.672, -0.604, 3.407], [2.755, -0.251, 3.212], [3.230, 0.638, 2.252], [4.594, 0.856, 2.107], [5.490, 0.169, 2.915], [5.023, -0.737, 3.861], [3.657, -0.947, 4.016], [0.019, 1.159, 4.357], [0.999, 2.068, 4.736], [0.640, 3.191, 5.475], [-0.684, 3.393, 5.830], [-1.658, 2.477, 5.451], [-1.313, 1.358, 4.711], [0.658, -1.866, 5.132], [0.680, -1.336, 6.421], [0.690, -2.179, 7.526], [0.674, -3.556, 7.350], [0.643, -4.089, 6.068], [0.631, -3.247, 4.962], [2.544, 1.166, 1.604], [4.942, 1.562, 1.361], [6.554, 0.342, 2.810], [5.722, -1.274, 4.491], [3.303, -1.644, 4.766], [2.033, 1.928, 4.445], [1.397, 3.916, 5.744], [-0.964, 4.280, 6.384], [-2.695, 2.645, 5.713], [-2.081, 0.661, 4.399], [0.691, -0.262, 6.572], [0.708, -1.759, 8.524], [0.678, -4.213, 8.211], [0.622, -5.163, 5.927], [0.585, -3.657, 3.959]],
  "lowdin_charge": [1.2008, 0.6195, -0.6994, -0.0596, -0.2266, -0.0558, -0.5376, -0.0008, -0.2048, -0.0116, -0.0647, -0.0569, -0.1589, 0.0321, -0.2366, -0.0605, -0.6827, 0.6198, -0.0406, -0.5050, 0.0195, -0.2463, -0.0049, -0.0630, -0.0771, -0.2183, 0.0337, 0.1124, 0.1150, 0.1033, 0.1017, 0.0570, 0.0821, 0.1203, 0.1064, 0.0975, 0.0536, -0.0582, -0.0180, -0.1258, -0.1935, -0.0474, -0.0848, -0.0814, -0.0940, -0.2882, 1.1231, -0.3764, -0.1049, -0.0913, -0.0957, -0.0859, -0.1254, -0.3727, -0.1147, -0.0910, -0.0919, -0.0913, -0.1197, 0.0574, 0.1291, 0.1092, 0.0992, 0.0995, 0.1069, 0.1009, 0.0974, 0.0956, 0.1013, 0.0469, 0.0951, 0.0987, 0.0968, 0.0995, 0.0376, 0.1172, -0.6012, 0.1189, 0.1001, -0.1320, -0.0130, -0.0594, -0.1211, -0.0841, -0.7048, 0.6104, 0.1153, 0.0982, 0.1080, 0.0657, -0.0931, -0.1334, 0.0601, -0.2524, 0.1444, 0.1012, 0.0890, 0.0191, 0.1058, 1.3012, -0.3468, -0.1279, -0.0631, -0.0865, -0.0913, -0.1105, -0.3521, -0.1200, -0.0769, -0.0720, -0.0674, -0.1217, -0.3499, -0.1123, -0.0899, -0.0977, -0.0904, -0.1400, 0.0852, 0.1105, 0.1014, 0.0980, 0.0910, 0.0972, 0.1054, 0.1044, 0.1063, 0.1019, 0.0957, 0.0999, 0.0975, 0.0993, 0.0576],
  "max_force_ev_per_a": 2.171,
  "e_lumo_ev": 2.03,
  "relative_energy_ev": 0.3755,
  "charge": -1
}